(1)
Computed, not measured: a molecular structure, C52H58F3IrN3O3S2SbSi, with ωB97M-V with the def2-TZVPD basis set.

XYZ file:
```
124
Properties=species:S:1:pos:R:3:forces:R:3:mulliken_charge:R:1
H -3.53616 1.35793 -5.88683 0.01 0.01 0.01 0.40
N 2.09079 0.19698 0.10081 0.12 -0.07 -0.51 0.37
H -0.49017 -3.33311 5.41456 0.01 0.01 -0.01 0.50
C 3.61507 0.72518 1.85652 -0.10 0.01 0.13 -0.55
C 2.28080 3.04381 -5.48408 0.00 0.00 0.02 -1.83
H 2.65248 -2.06840 1.94432 0.00 0.02 0.01 0.48
C -0.82937 -4.54641 -0.59841 0.05 0.21 -0.17 0.16
C -2.98682 -2.66359 3.22838 -0.01 0.01 -0.02 -0.61
H -6.79414 0.06021 2.33851 0.02 0.00 0.01 0.38
C -7.27711 0.24064 0.26018 -0.02 0.00 -0.03 0.43
C -2.62164 -0.42435 -5.08070 -0.01 -0.05 0.04 1.97
C -8.74723 0.34063 0.54692 -0.03 0.00 -0.01 0.83
H 2.84568 -0.08374 -1.78461 -0.07 -0.02 0.03 0.37
H 0.72990 1.84639 -7.38247 -0.02 0.01 -0.01 0.28
C 0.15656 2.41532 -6.64815 0.04 -0.03 0.01 -1.39
C -2.24800 -2.63295 2.04986 0.00 0.00 0.03 -0.71
F -9.48671 0.39255 -0.56907 0.01 0.00 0.00 -0.28
C -1.14946 -5.60589 0.24696 0.00 -0.01 -0.01 -0.21
C 3.46905 -5.66016 0.82553 0.01 0.00 0.00 -0.75
S 0.54717 -0.98072 -2.59461 -0.03 0.38 -0.22 -0.24
C 2.91385 -1.71268 -5.11560 -0.04 0.02 0.03 -1.40
H 5.68526 0.85218 1.31313 0.00 0.00 0.00 0.49
H -2.01259 -5.79521 -3.51483 0.00 0.00 0.00 0.46
C 1.73089 -1.98012 -6.03829 -0.03 0.07 -0.06 1.78
Ir 0.04458 -0.04978 -0.47849 -0.24 -0.94 1.97 2.83
H 1.62095 -5.60637 -0.25024 -0.02 -0.01 0.02 0.45
C 2.33435 0.46326 1.39280 0.01 -0.02 -0.01 0.03
C -2.35423 -2.90821 4.44017 0.02 0.03 0.01 -0.74
C -2.08321 -6.80038 -1.62095 0.01 0.02 0.02 -0.63
H -1.70475 -1.77651 -6.49219 -0.02 -0.01 -0.01 0.13
H 1.61815 0.34418 6.21374 -0.01 0.04 0.02 0.48
C -0.43665 0.40375 6.82543 -0.05 -0.01 0.00 -0.75
H -0.91180 -5.56005 1.30373 -0.01 0.01 0.00 0.46
O 0.51541 -1.43583 -5.49902 -0.03 -0.17 -0.09 0.43
C -6.40225 0.10168 1.33004 -0.01 -0.01 0.02 -1.40
C 1.97345 -3.76527 0.80679 -0.08 0.01 -0.11 0.65
F -9.03630 1.44147 1.26898 0.01 0.01 0.01 -0.26
H -2.74971 -2.42677 1.10959 -0.02 -0.03 0.01 0.52
H 2.75046 -2.17510 -4.14108 0.01 -0.01 0.00 0.22
H 3.04868 -0.63865 -4.97360 0.03 0.00 -0.01 0.10
C 0.89352 2.44422 -5.31391 -0.03 -0.13 -0.14 1.76
H -2.92988 -2.94133 5.35683 0.00 -0.02 0.00 0.46
C 4.34807 -4.97486 1.65097 -0.01 0.00 -0.01 -0.64
H -4.35528 -0.09236 1.92917 -0.03 -0.05 0.00 0.32
H 0.01675 3.42909 -7.02635 0.01 0.00 -0.01 0.55
C -1.77419 -6.73187 -0.26754 -0.01 -0.01 -0.01 -0.76
C -1.76814 -5.74375 -2.46178 -0.01 -0.02 -0.01 -0.46
C 1.14047 0.42317 2.26754 -0.09 -0.09 0.34 0.70
H 0.71999 2.37777 -1.26867 0.04 0.12 -0.03 0.09
H 2.82356 3.00674 -4.53808 0.00 0.01 0.00 0.31
H 5.22136 0.26707 -1.07661 -0.01 0.01 -0.01 0.53
H -7.47908 0.40419 -1.86473 0.01 0.01 -0.01 0.49
H 3.80297 1.00158 2.88582 0.02 -0.04 0.00 0.55
N -0.03686 0.27659 1.71193 0.47 0.28 -1.32 -0.22
H 1.30108 -3.92237 -5.20464 0.00 0.01 0.01 0.26
C 2.87139 -3.08156 1.62430 -0.01 0.03 -0.02 -0.11
C -3.12447 -0.03331 -0.43860 -0.01 -0.02 0.23 -0.22
C -6.79212 0.29650 -1.03704 0.01 0.01 0.03 -0.81
C -0.98247 -3.12287 4.47236 0.01 0.03 0.00 -0.69
C 0.27684 0.44239 4.54109 -0.18 -0.03 0.15 -0.25
C -5.42856 0.21211 -1.26638 -0.02 -0.01 0.07 -0.32
O 1.11386 1.09605 -4.85285 0.01 0.14 0.06 0.66
C 4.05044 -3.67865 2.04732 0.01 0.03 0.00 -0.85
C 1.48942 -3.47519 -6.18199 0.02 0.02 -0.02 -1.75
C 0.09550 3.20789 -4.27077 -0.10 -0.04 -0.03 -1.18
C 3.11058 0.13912 -0.75551 0.12 0.04 -0.03 -0.43
H -4.68520 0.21512 -5.17290 0.00 0.02 -0.02 0.42
N 1.30023 0.49377 3.60259 0.08 0.04 -0.11 0.22
C 4.42262 0.34150 -0.35275 -0.01 0.05 0.17 -0.74
H -1.03575 2.34805 -1.05465 -0.02 0.00 0.01 0.43
H 3.82282 -2.12560 -5.55540 0.01 0.00 0.00 0.60
C -0.24478 -3.10457 3.29099 -0.03 0.08 0.00 -0.30
F -9.18270 -0.71167 1.26760 0.01 -0.01 0.01 -0.26
C -1.13982 -4.61408 -1.95268 0.02 0.05 -0.03 -0.34
C -2.51558 -1.05000 -6.46548 0.03 0.01 0.01 -1.64
C -2.08803 0.48054 5.08045 -0.02 -0.02 -0.07 -0.87
C -3.69261 0.65635 -5.06628 -0.04 -0.02 0.05 -1.97
H 3.69814 -6.67018 0.51137 0.01 0.01 -0.01 0.43
H -2.56265 0.46617 7.15834 0.00 0.01 0.00 0.46
C -0.87052 -2.86613 2.06988 0.10 -0.09 -0.04 0.43
C -2.88885 -1.48964 -4.02419 0.02 0.04 -0.02 -1.39
H -3.44922 -1.55384 -6.72132 -0.02 0.02 0.00 0.49
H -3.64540 1.21428 -4.13051 -0.03 -0.02 0.06 0.36
H 0.82128 -3.30179 3.32608 -0.01 -0.05 0.01 0.51
H 1.10779 -1.52580 -8.05359 -0.01 0.02 0.00 0.34
H 2.85800 -1.73049 -7.86758 0.00 0.00 -0.01 0.48
H 2.21150 4.08315 -5.80778 0.01 0.00 0.00 0.41
O -1.39845 0.26086 -4.76335 0.00 0.13 -0.16 0.83
C -5.04360 0.01378 1.09900 0.01 0.03 0.00 0.22
C -0.08861 2.02092 -0.63225 0.22 -0.27 -0.57 -1.34
H -0.04106 4.24547 -4.57999 -0.01 -0.01 0.00 0.54
C -4.53490 0.06805 -0.20366 0.01 -0.08 -0.14 0.20
H 2.07248 -0.25239 -7.28234 0.01 -0.01 0.00 0.13
H -0.19693 0.37484 7.87934 0.00 -0.01 0.00 0.43
H 4.73854 -3.13318 2.68195 -0.01 -0.01 0.01 0.43
C -1.77447 0.45712 6.41885 0.04 0.00 0.04 -0.69
H -3.88144 -1.92235 -4.16382 0.01 -0.02 -0.02 0.63
C 4.67839 0.65696 0.97137 0.00 -0.01 -0.14 -0.95
H -4.05908 -2.51028 3.19573 0.00 0.00 -0.02 0.52
Sb 0.15144 -2.83297 0.17486 -0.16 0.26 0.39 0.29
H 0.62183 3.19299 -3.32016 0.05 0.04 0.10 0.15
H 2.84504 2.48302 -6.23027 0.01 0.00 0.00 0.35
H -2.81998 -1.06182 -3.02332 -0.02 0.00 0.00 -0.17
H -2.14695 -2.28741 -4.10470 0.00 -0.01 0.01 0.18
S -1.47351 0.44609 2.45739 -0.44 -0.03 -0.04 0.12
H -0.82063 1.94960 -6.52867 -0.02 0.01 -0.01 0.06
H -0.89280 -3.78686 -2.60898 0.00 0.01 0.00 0.09
H 0.62343 -3.65367 -6.82036 0.00 -0.01 0.00 0.34
H -3.11893 0.49995 4.74969 -0.01 -0.01 0.00 0.45
C 0.58287 0.39273 5.89828 0.06 0.02 -0.05 -0.71
H 5.26407 -5.44699 1.98065 0.00 0.00 0.00 0.40
H 0.03632 2.47195 0.35922 -0.04 0.00 0.01 0.43
C 2.29138 -5.05810 0.39980 0.01 0.00 0.01 -0.86
H -2.57335 -7.67963 -2.01795 0.00 0.00 0.00 0.39
H -5.04124 0.25805 -2.27222 0.03 -0.01 -0.11 0.57
Si 0.14396 -0.17496 -4.55041 0.10 0.07 0.62 -3.01
C -1.06255 0.46462 4.13019 0.27 -0.04 -0.02 1.09
H 2.35786 -3.96004 -6.63026 0.00 -0.02 0.01 0.44
H -2.31916 -0.28054 -7.21420 0.00 -0.01 -0.01 0.36
C 1.95747 -1.33136 -7.39817 0.01 -0.02 0.02 -1.62
H -0.88519 2.74898 -4.13293 0.01 0.02 0.00 0.08
C -1.91813 -0.11841 -0.56901 0.00 0.10 -0.31 0.49
H 2.23956 0.55823 3.96382 0.01 -0.03 -0.01 0.13
H -2.02171 -7.55716 0.38760 0.00 0.00 0.00 0.42
```
Positions in Å, forces in eV/Å.

net charge = +1
multiplicity = 2
orbital gap (alpha / beta) = 5.25 / 3.40 eV
highest occupied orbital energy (alpha / beta) = -9.55 / -9.50 eV
<S²> = 0.760
F_max = 2.2 eV/Å
energy above the lowest of the compared OMol25 structures with the same formula, charge and spin = 0.0 kcal/mol

---

(2)
Computed, not measured: C21H17N3O5S in the gas phase, with ωB97M-V with the def2-TZVPD basis set.

XYZ file:
```
47
Properties=species:S:1:pos:R:3:forces:R:3:nbo_charge:R:1
H -1.66719 5.00796 -0.27706 -0.06 -0.22 0.03 0.23
O -2.46111 1.87620 -1.13505 0.01 -0.25 0.04 -0.39
O 0.27215 -0.16643 -1.57486 0.29 -0.06 -0.12 -0.93
C -2.95855 -0.79620 -2.01076 -0.10 0.17 -0.08 -0.20
N -3.86223 2.73686 -2.58081 -0.46 -1.40 -0.53 -0.29
O 0.06664 3.41559 1.97657 0.06 0.06 0.01 -0.58
H -2.15559 -0.61830 -1.31211 0.02 -0.02 0.04 0.24
C 1.70793 -0.77511 1.90994 -0.18 0.09 -0.06 -0.11
C 2.60854 -1.71455 4.00837 0.06 -0.07 0.14 -0.19
C 2.68950 -1.42946 -0.20132 0.36 -0.31 -0.14 -0.20
O -0.25803 3.49526 -0.24866 0.00 0.12 -0.47 -0.52
N -3.28620 3.74738 -1.91050 0.90 0.96 0.94 -0.28
C 3.58067 -2.23991 0.44384 -0.20 0.19 -0.24 -0.16
C -3.35879 1.62914 -2.11453 -0.33 0.96 -0.26 0.44
H 0.96428 -0.20449 2.44559 -0.08 0.06 0.12 0.23
C -3.27267 -2.07879 -2.41973 -0.01 -0.09 0.00 -0.20
H -2.71871 -2.91623 -2.02278 0.05 -0.07 0.03 0.21
C 3.50334 -2.52731 4.64676 -0.22 0.18 0.05 -0.21
O -0.38761 0.81029 0.59369 0.27 -0.26 0.25 -0.94
C -4.69316 0.07057 -3.45833 0.14 0.08 0.13 -0.19
C 2.61720 -1.60352 2.60231 0.26 -0.20 -0.23 0.00
C -3.67196 0.28196 -2.53188 0.08 -0.56 0.05 -0.06
C 4.47848 -3.17536 2.54524 0.07 -0.07 0.15 -0.18
C -1.60529 3.93321 -0.08440 -0.29 -0.10 0.39 -0.13
H -5.22700 0.92329 -3.84661 -0.08 0.07 -0.06 0.24
H 5.14346 -3.90010 4.43080 0.07 -0.06 0.01 0.22
C -4.99763 -1.21635 -3.85546 -0.02 -0.02 -0.03 -0.21
H -5.78773 -1.38588 -4.57178 -0.06 0.00 -0.05 0.22
C -2.46518 3.21814 -1.06016 -0.19 0.53 -0.38 0.42
H 2.66576 -1.33193 -1.27436 0.12 -0.08 -0.16 0.24
H 2.46938 3.40591 0.22568 -0.05 -0.11 0.04 0.24
H 1.42061 2.12575 -1.49352 -0.15 -0.08 -0.22 0.41
H 5.20187 -3.74070 1.97596 0.08 -0.06 -0.04 0.21
H -4.53117 -3.29581 -3.65129 -0.02 -0.07 -0.02 0.21
N 1.69770 1.67445 -0.63267 -0.42 -0.80 -0.05 -0.84
H -1.91789 3.71667 0.94523 0.06 0.12 -0.22 0.24
H 2.17524 2.05154 1.34118 -0.02 0.24 0.04 0.23
C -4.28996 -2.29086 -3.33675 0.02 -0.04 0.01 -0.20
H 4.30699 -2.81242 -0.11400 0.05 -0.04 -0.08 0.22
C 1.75752 -0.70435 0.54971 -0.51 0.44 0.09 -0.37
H 3.49275 -2.61020 5.72321 -0.03 0.02 0.08 0.22
C 4.44475 -3.26295 3.90935 0.11 -0.07 -0.24 -0.20
H 1.88056 -1.14548 4.56714 -0.07 0.05 0.09 0.21
C 0.42787 3.18901 0.85717 0.42 0.27 0.48 0.80
S 0.64715 0.38779 -0.30901 0.46 0.19 -0.18 2.30
C 1.78295 2.59271 0.47738 -0.19 0.11 0.38 -0.34
C 3.57035 -2.34699 1.85328 -0.22 0.17 0.25 -0.08
```
Positions in Å, forces in eV/Å.

SMILES = O=C(CNS(=O)(=O)c1ccc2ccccc2c1)OCc1nnc(-c2ccccc2)o1
multiplicity = 1
orbital gap = 8.63 eV
highest occupied orbital energy = -8.72 eV
F_max = 1.6 eV/Å
energy above the lowest of the compared OMol25 structures with the same formula, charge and spin = 4.9 kcal/mol

---

(3)
Computed, not measured: a molecular structure, C13H11Cl2I2N2O2Pb, with ωB97M-V with the def2-TZVPD basis set.

XYZ file:
```
33
Properties=species:S:1:pos:R:3:forces:R:3:nbo_charge:R:1
H -3.32233 -3.82278 -2.09472 -0.01 0.01 -0.02 0.41
C -2.29430 -3.13103 -0.45583 -0.07 -0.05 -0.01 0.26
H -1.79515 -1.88396 -2.16141 0.02 -0.02 0.07 0.24
C 2.02067 3.40822 -0.58680 0.05 -0.09 0.06 -0.13
C 1.24111 2.60440 0.28377 0.00 -0.09 0.12 0.48
Cl 3.61984 2.88832 -0.98493 -0.03 -0.06 0.02 0.04
H -0.93485 -2.58649 2.59751 0.00 0.00 -0.09 0.21
H -2.52727 -4.07957 1.48455 0.03 0.04 -0.04 0.24
C 3.48998 -3.02498 -0.20108 -0.15 0.03 0.10 -0.73
H 3.77745 -3.26986 -1.21436 0.02 -0.01 -0.04 0.24
N -0.50087 -1.47037 0.90574 0.00 0.05 -0.14 -0.62
H 4.29164 -3.21251 0.50015 0.04 0.00 -0.01 0.24
C -1.62725 -2.07820 -1.10874 -0.04 -0.03 -0.09 -0.30
H 2.16808 5.16958 -1.76788 0.01 -0.01 0.02 0.25
Cl -0.31208 6.52100 -1.46872 0.02 -0.04 0.01 0.04
C -0.54007 4.28584 0.02112 -0.22 -0.02 0.13 -0.14
C -0.06230 3.07843 0.56925 -0.01 -0.08 -0.08 -0.31
O 1.73325 1.49935 0.76960 -0.01 -0.26 -0.03 -0.88
C -2.03251 -3.30041 0.91718 -0.07 -0.09 -0.01 -0.30
Pb 1.09558 -0.18578 2.12821 -0.33 0.59 0.22 1.41
I 1.84043 -4.24014 0.34486 0.08 -0.02 -0.03 0.15
C -0.97922 2.34295 1.38175 -0.08 0.13 0.02 0.46
N -3.15342 -3.93545 -1.11211 0.12 0.09 0.08 -0.75
I 3.05640 -0.93770 -0.15575 0.42 -0.13 -0.42 0.27
C -1.14581 -2.46304 1.53794 0.04 0.09 0.06 0.07
C -0.75682 -1.29489 -0.40162 0.04 0.07 0.03 0.07
H -3.61049 -4.69531 -0.64330 -0.03 -0.03 0.01 0.41
H -1.54211 4.62356 0.26641 0.08 -0.04 -0.03 0.23
H -0.23199 -0.48221 -0.89409 0.00 -0.04 0.04 0.22
C 1.54303 4.58256 -1.10829 -0.02 0.05 -0.05 -0.16
C 0.25201 5.02825 -0.79867 0.11 0.15 -0.13 -0.08
H -1.98675 2.77773 1.46479 0.04 -0.01 0.04 0.16
O -0.77389 1.28448 1.98549 -0.04 -0.22 0.19 -0.67
```
Positions in Å, forces in eV/Å.

net charge = +1
multiplicity = 1
orbital gap = 7.84 eV
highest occupied orbital energy = -10.98 eV
F_max = 0.7 eV/Å
energy above the lowest of the compared OMol25 structures with the same formula, charge and spin = 0.1 kcal/mol